Entry 1:
DFT (ωB97M-V with the def2-TZVPD basis set) results for a molecular structure, C4H6AlO7.

CARTESIAN COORDINATES (ANGSTROEM)
O (-1.300, -2.446, -3.045)
C (-1.298, -1.415, -2.311)
O (-0.797, -0.338, -2.790)
O (-1.801, -1.488, -1.117)
O (-0.224, 0.675, 1.391)
C (-0.324, -0.366, 0.511)
C (-1.675, -0.362, -0.214)
Al (-0.442, -1.272, -4.055)
H (-0.222, -1.359, 1.009)
H (0.474, -0.348, -0.269)
H (-1.818, 0.570, -0.774)
H (-2.503, -0.483, 0.494)
C (1.879, 1.264, 1.848)
O (2.456, 0.229, 2.177)
O (2.187, 1.925, 0.720)
H (2.522, 1.292, 0.048)
O (1.504, 2.185, 2.766)
H (1.383, 1.736, 3.610)

Calculated values
Energy above the lowest of the compared OMol25 structures with the same formula, charge and spin, eV: 0.000
2S+1: 1
Net charge: +1
Gap between HOMO and LUMO (alpha / beta), eV: 7.214 / 5.438
HOMO (alpha / beta), eV: -13.06 / -13.07
Lowest unoccupied orbital energy (alpha / beta), eV: -5.85 / -7.63
E_tot, hartree: -924.7896

natural (NBO) atomic charge list, values in e, 6 entries: O -0.720; C 0.932; O -0.836; O -0.399; O -0.197; C -0.172



Entry 2:
DFT (ωB97M-V with the def2-TZVPD basis set) results for a molecular structure, C4H6B4F16Li3O3.

CARTESIAN COORDINATES (ANGSTROEM)
Li (8.599, 5.241, -16.401)
Li (7.132, 9.707, -15.154)
Li (3.555, 7.951, -16.687)
B (6.308, 7.448, -15.580)
F (6.618, 8.399, -16.557)
F (7.053, 6.317, -15.817)
F (6.668, 8.038, -14.344)
F (4.922, 7.180, -15.639)
B (8.517, 6.863, -19.115)
F (8.486, 5.792, -18.184)
F (8.582, 8.075, -18.408)
F (9.605, 6.699, -19.966)
F (7.313, 6.871, -19.848)
B (10.636, 6.309, -14.966)
F (11.154, 7.100, -13.934)
F (9.386, 5.764, -14.620)
F (10.396, 7.088, -16.120)
F (11.516, 5.278, -15.332)
B (5.398, 11.776, -14.779)
F (5.897, 10.796, -13.906)
F (4.026, 11.610, -14.936)
F (5.691, 13.062, -14.334)
F (6.105, 11.554, -15.996)
C (9.267, 9.052, -11.744)
C (8.953, 8.010, -10.684)
C (7.918, 6.958, -11.117)
O (8.557, 5.718, -10.858)
C (9.862, 5.888, -10.632)
O (10.681, 5.041, -10.673)
O (10.061, 7.210, -10.327)
H (10.117, 9.654, -11.430)
H (8.377, 9.612, -12.031)
H (9.584, 8.541, -12.661)
H (8.688, 8.611, -9.807)
H (7.694, 7.054, -12.180)
H (6.998, 6.934, -10.533)

Calculated values
Energy above the lowest of the compared OMol25 structures with the same formula, charge and spin, eV: 0.000
2S+1: 1
Net charge: -1
Gap between HOMO and LUMO, eV: 8.295
HOMO, eV: -8.49
Lowest unoccupied orbital energy, eV: -0.19
E_tot, hartree: -2102.8756

natural (NBO) atomic charge list, values in e, 6 entries: Li 0.958; Li 0.955; Li 0.992; B 1.348; F -0.559; F -0.558



Entry 3:
DFT (ωB97M-V with the def2-TZVPD basis set) results for a molecular structure, C4H6BiMgO4.

CARTESIAN COORDINATES (ANGSTROEM)
O (-4.500, -1.799, 1.283)
Bi (-3.540, -0.432, 0.399)
O (-1.030, -1.476, -1.098)
C (-1.404, -1.002, 0.108)
C (-0.516, -0.257, 0.825)
O (0.790, -0.112, 0.318)
C (1.301, 1.206, 0.077)
C (2.474, 1.040, -0.889)
O (2.124, 0.261, -1.988)
Mg (0.795, -1.026, -1.546)
H (-4.051, -2.666, 1.548)
H (-0.661, 0.130, 1.835)
H (1.597, 1.676, 1.027)
H (0.503, 1.812, -0.386)
H (3.319, 0.588, -0.327)
H (2.801, 2.056, -1.186)

Calculated values
Energy above the lowest of the compared OMol25 structures with the same formula, charge and spin, eV: 0.000
2S+1: 1
Net charge: +1
Gap between HOMO and LUMO, eV: 5.413
HOMO, eV: -12.13
Lowest unoccupied orbital energy, eV: -6.72
E_tot, hartree: -871.3794

natural (NBO) atomic charge list, values in e, 6 entries: O -1.067; Bi 1.791; O -0.965; C -0.126; C -0.031; O -0.634



Entry 4:
DFT (ωB97M-V with the def2-TZVPD basis set) results for a molecular structure, C4H6BiO3.

CARTESIAN COORDINATES (ANGSTROEM)
H (-3.287, 0.361, -0.921)
O (-0.891, -0.219, 0.057)
C (0.532, -0.122, 0.021)
O (1.054, 0.962, 0.041)
Bi (2.347, 2.473, 0.064)
O (0.982, -1.289, -0.017)
C (2.423, -1.528, -0.013)
H (2.861, -1.016, -0.875)
H (2.825, -1.153, 0.934)
H (2.521, -2.610, -0.092)
C (-1.616, 0.785, -0.074)
C (-3.031, 0.914, 0.039)
H (-3.417, 0.474, 0.969)
H (-3.303, 1.969, -0.133)

Calculated values
2S+1: 2
Net charge: +4
Gap between HOMO and LUMO (alpha / beta), eV: 3.875 / 6.608
HOMO (alpha / beta), eV: -26.83 / -29.54
⟨S²⟩: 0.753
Lowest unoccupied orbital energy (alpha / beta), eV: -22.96 / -22.93
E_tot, hartree: -594.0466

natural (NBO) atomic charge list, values in e, 6 entries: H 0.408; O -0.376; C 1.106; O -0.915; Bi 2.736; O -0.230



Entry 5:
DFT (ωB97M-V with the def2-TZVPD basis set) results for 3 unconnected molecules or ions with the total composition C4H6Br2Cl2O2.

CARTESIAN COORDINATES (ANGSTROEM)
C (-0.443, -0.378, -2.405)
C (-0.886, -1.203, -1.183)
C (1.333, -0.402, 1.196)
C (0.824, 0.730, 1.684)
O (1.414, 1.861, 1.317)
O (-0.139, 0.904, 2.590)
Cl (-1.432, -2.799, -1.197)
Cl (2.695, -0.593, 0.172)
Br (0.528, -1.998, 1.889)
Br (-2.050, 2.421, -0.099)
H (0.545, -0.097, -2.314)
H (-0.647, -0.890, -3.421)
H (-0.980, 0.596, -2.375)
H (-1.123, -0.719, -0.304)
H (0.659, 2.472, 1.285)
H (-0.296, 0.096, 3.165)

Calculated values
Energy above the lowest of the compared OMol25 structures with the same formula, charge and spin, eV: 3.741
2S+1: 1
Gap between HOMO and LUMO (alpha / beta), eV: 3.875 / 3.864
HOMO (alpha / beta), eV: -7.70 / -7.69
Lowest unoccupied orbital energy (alpha / beta), eV: -3.82 / -3.83
E_tot, hartree: -6374.7580

natural (NBO) atomic charge list, values in e, 6 entries: C -0.745; C 0.232; C -0.361; C 0.582; O -0.651; O -0.651



Entry 6:
DFT (ωB97M-V with the def2-TZVPD basis set) results for a molecular structure, C4H6Br2O2S.

CARTESIAN COORDINATES (ANGSTROEM)
C (-0.246, 0.164, -0.660)
C (1.221, 1.801, -1.471)
C (0.260, -1.749, 1.812)
C (-1.399, -0.121, 0.319)
O (0.287, -0.666, -1.285)
O (0.044, 1.451, -0.694)
S (-0.869, -0.371, 2.035)
Br (-2.411, -1.650, -0.583)
Br (-2.700, 1.310, 0.391)
H (1.333, 1.337, -2.465)
H (2.058, 1.722, -0.779)
H (1.093, 2.740, -1.836)
H (0.393, -1.711, 0.687)
H (-0.196, -2.582, 2.152)
H (1.132, -1.675, 2.378)

Calculated values
Energy above the lowest of the compared OMol25 structures with the same formula, charge and spin, eV: 0.412
2S+1: 1
Gap between HOMO and LUMO, eV: 9.630
HOMO, eV: -9.38
Lowest unoccupied orbital energy, eV: 0.25
E_tot, hartree: -5852.6686

natural (NBO) atomic charge list, values in e, 6 entries: C 0.716; C -0.265; C -0.749; C -0.407; O -0.561; O -0.494



Entry 7:
DFT (ωB97M-V with the def2-TZVPD basis set) results for a molecular structure, C4H6Br4.

CARTESIAN COORDINATES (ANGSTROEM)
C (1.923, -0.992, 0.718)
C (-1.758, 1.048, -0.591)
C (-1.197, 0.091, 0.344)
C (1.300, -0.115, -0.300)
Br (-3.666, 1.511, -0.072)
Br (-1.631, -1.722, 0.153)
Br (1.849, 1.696, -0.368)
Br (1.031, -0.910, -2.003)
H (2.929, -1.295, 0.407)
H (2.001, -0.469, 1.672)
H (1.323, -1.897, 0.839)
H (-1.242, 2.006, -0.562)
H (-1.837, 0.663, -1.605)
H (-1.026, 0.388, 1.368)

Calculated values
Energy above the lowest of the compared OMol25 structures with the same formula, charge and spin, eV: 3.027
2S+1: 1
Gap between HOMO and LUMO (alpha / beta), eV: 7.714 / 7.577
HOMO (alpha / beta), eV: -8.44 / -8.48
Lowest unoccupied orbital energy (alpha / beta), eV: -0.73 / -0.90
E_tot, hartree: -10451.9697

natural (NBO) atomic charge list, values in e, 6 entries: C -0.738; C -0.485; C -0.232; C -0.182; Br -0.058; Br 0.089



Entry 8:
DFT (ωB97M-V with the def2-TZVPD basis set) results for 2 unconnected molecules or ions with the total composition C4H6BrClN2.

CARTESIAN COORDINATES (ANGSTROEM)
C (1.132, 0.260, -1.327)
C (-2.005, -0.631, -1.251)
C (1.187, -0.538, -0.275)
C (0.225, 0.997, 1.386)
N (-0.223, -1.312, 1.408)
N (0.327, -0.390, 0.901)
Cl (2.182, -1.937, -0.184)
Br (-3.190, -0.004, 0.000)
H (1.729, 0.073, -2.201)
H (0.454, 1.091, -1.364)
H (-2.410, -1.593, -1.618)
H (1.226, 1.397, 1.543)
H (-0.303, 1.609, 0.663)
H (-0.332, 0.979, 2.319)

Calculated values
Energy above the lowest of the compared OMol25 structures with the same formula, charge and spin, eV: 5.285
2S+1: 1
Gap between HOMO and LUMO, eV: 7.026
HOMO, eV: -8.14
Lowest unoccupied orbital energy, eV: -1.12
E_tot, hartree: -3299.4787

natural (NBO) atomic charge list, values in e, 6 entries: C -0.397; C -0.249; C 0.063; C -0.460; N -0.231; N -0.116



Entry 9:
DFT (ωB97M-V with the def2-TZVPD basis set) results for 2 unconnected molecules or ions with the total composition C4H6BrClO.

CARTESIAN COORDINATES (ANGSTROEM)
C (-0.047, 1.372, 0.835)
C (0.073, 0.157, 0.328)
Br (0.846, -1.249, 1.280)
C (-0.515, -0.113, -0.986)
C (-0.256, -1.413, -1.620)
O (-1.255, 0.715, -1.551)
H (-0.525, 2.089, 0.173)
H (0.226, 1.562, 1.808)
H (-0.330, -2.169, -0.835)
H (0.842, -1.549, -1.994)
H (-1.058, -1.556, -2.412)
Cl (2.970, 0.630, -2.244)
H (2.760, -0.476, -2.749)

Calculated values
Energy above the lowest of the compared OMol25 structures with the same formula, charge and spin, eV: 0.133
2S+1: 1
Gap between HOMO and LUMO, eV: 9.692
HOMO, eV: -9.85
Lowest unoccupied orbital energy, eV: -0.16
E_tot, hartree: -3265.4196
SMILES: C=C(Br)C(C)=O.Cl

natural (NBO) atomic charge list, values in e, 6 entries: C -0.286; C -0.223; Br 0.076; C 0.512; C -0.720; O -0.537



Entry 10:
DFT (ωB97M-V with the def2-TZVPD basis set) results for 2 unconnected molecules or ions with the total composition C4H6BrClO.

CARTESIAN COORDINATES (ANGSTROEM)
C (-0.799, -2.549, -0.311)
C (-0.941, -1.184, -0.274)
Cl (-2.407, -0.280, -0.539)
C (0.164, -0.397, 0.425)
C (-0.191, 0.704, 1.390)
O (1.293, -0.739, 0.257)
H (0.133, -3.162, -0.221)
H (-1.500, -3.302, -0.689)
H (-0.934, 1.308, 1.010)
H (0.790, 1.328, 1.489)
H (-0.627, 0.135, 2.277)
Br (4.234, 0.508, 0.121)
H (2.890, -0.111, -0.103)

Calculated values
Energy above the lowest of the compared OMol25 structures with the same formula, charge and spin, eV: 0.475
2S+1: 1
Gap between HOMO and LUMO, eV: 9.866
HOMO, eV: -10.13
Lowest unoccupied orbital energy, eV: -0.26
E_tot, hartree: -3265.4071
SMILES: C=C(Cl)C(C)=O.Br

natural (NBO) atomic charge list, values in e, 6 entries: C -0.336; C -0.154; Cl 0.021; C 0.584; C -0.717; O -0.560



Entry 11:
DFT (ωB97M-V with the def2-TZVPD basis set) results for C4H6BrFO in the gas phase.

CARTESIAN COORDINATES (ANGSTROEM)
C (1.361, 0.585, 0.384)
C (-0.816, -0.505, -2.435)
C (-0.640, -0.791, 0.870)
C (-0.076, 0.183, -0.167)
O (0.025, -0.602, -1.442)
F (-1.882, 0.281, -2.223)
Br (1.127, 1.513, 2.057)
H (1.815, 1.360, -0.284)
H (-1.518, -1.190, 0.377)
H (0.102, -1.457, 1.004)
H (-0.940, -0.168, 1.627)
H (2.069, -0.313, 0.389)
H (-0.628, 1.103, -0.159)

Calculated values
Energy above the lowest of the compared OMol25 structures with the same formula, charge and spin, eV: 2.481
2S+1: 1
Gap between HOMO and LUMO, eV: 10.354
HOMO, eV: -9.72
Lowest unoccupied orbital energy, eV: 0.63
E_tot, hartree: -2905.0275

natural (NBO) atomic charge list, values in e, 6 entries: C -0.478; C 0.561; C -0.619; C 0.062; O -0.518; F -0.361



Entry 12:
DFT (ωB97M-V with the def2-TZVPD basis set) results for C4H6BrN3S in the gas phase.

CARTESIAN COORDINATES (ANGSTROEM)
C (0.218, -1.263, 1.214)
C (0.907, -1.427, 0.018)
C (0.531, -0.560, -1.190)
C (0.673, 0.886, -0.797)
N (-0.711, -0.379, 1.353)
N (-0.715, 0.820, 0.851)
N (-1.867, 1.447, 0.649)
S (1.861, -2.761, -0.058)
Br (2.279, 1.488, 0.043)
H (0.454, -2.024, 2.081)
H (1.167, -0.810, -2.069)
H (-0.572, -0.680, -1.301)
H (0.012, 1.623, -1.327)
H (-1.815, 2.513, 0.656)
H (-2.423, 1.126, -0.124)

Calculated values
Energy above the lowest of the compared OMol25 structures with the same formula, charge and spin, eV: 2.025
2S+1: 1
Gap between HOMO and LUMO (alpha / beta), eV: 6.782 / 6.781
HOMO (alpha / beta), eV: -7.69 / -7.69
Lowest unoccupied orbital energy (alpha / beta), eV: -0.91 / -0.91
E_tot, hartree: -3292.3021

natural (NBO) atomic charge list, values in e, 6 entries: C -0.087; C -0.135; C -0.554; C -0.193; N -0.163; N -0.026